ORCA calculation (ωB97M-V with the def2-TZVPD basis set) on a 8-piece molecular cluster, C25H32F8NO23PS overall at a distorted geometry.

Structure (XYZ):
```
91
Properties=species:S:1:pos:R:3:forces:R:3:lowdin_charge:R:1
C 1.334591 -2.085997 1.616089 0.1198 1.1421 0.3737 -0.170
C 0.447760 -1.528929 2.903413 0.7228 -1.7092 -1.3357 -0.383
P -0.569128 0.064276 2.453017 0.6818 0.4065 3.6481 0.895
C 0.704881 1.529374 2.301437 0.0852 0.7666 -1.8154 -0.380
C 1.752542 1.344523 1.050635 0.5038 0.9173 -0.3261 -0.174
N -1.269090 -0.075250 0.819152 -1.2747 -1.7154 -1.8326 -0.347
S -2.521709 -1.287841 0.714515 -3.4021 -3.3167 4.0584 0.793
O -3.894713 -0.866871 1.291457 4.8700 -0.3243 -3.2447 -0.357
O -2.152898 -2.648092 1.369662 -0.0061 5.4313 -3.2658 -0.340
F -2.732440 -1.608347 -0.991905 0.7032 1.1929 3.0843 -0.267
H 0.799617 -1.716869 0.623426 1.2115 -1.0996 1.9597 0.052
H 2.377622 -1.520244 1.688709 -2.1499 -1.5784 -0.4257 0.078
H 1.439682 -3.255911 1.635847 -0.1099 2.4310 -0.0902 0.086
H -0.293657 -2.390509 3.183141 1.0460 1.9679 -0.4670 0.071
H 1.163145 -1.367059 3.816381 -1.5700 0.1376 -1.9160 0.061
H 1.252680 1.761019 3.309246 -1.2543 -0.9017 -1.8163 0.080
H 0.057630 2.496449 2.049260 1.1575 -2.1003 0.7255 0.082
H 1.539070 0.408402 0.377089 0.5127 1.8732 1.6136 0.034
H 2.864960 1.343021 1.454000 -2.3221 -0.2660 -0.9356 0.088
H 1.657181 2.289048 0.338197 0.2591 -1.9821 1.4607 0.087
H -1.561778 0.850807 0.418292 0.0272 -1.1967 0.3089 0.075
O 3.542687 -1.282514 -0.635326 -1.0645 0.4396 -2.3771 0.118
C 2.958115 -1.130619 -1.695077 1.2314 0.0733 2.4000 -0.496
O 2.002325 -0.176706 -1.914144 0.8857 -0.9557 0.5103 0.053
C 1.675456 -0.246958 -3.287524 -0.9800 0.9095 -0.5631 -0.065
C 2.069168 -1.639984 -3.642725 0.1721 -0.2322 -0.7960 -0.325
F 2.486704 -1.710620 -4.926601 -0.0311 -0.2326 -0.1889 0.083
O 3.171821 -1.895172 -2.802534 -0.4222 0.3100 0.8576 0.142
H 2.248476 0.508148 -3.836024 0.0537 -0.2720 -0.0642 0.157
H 0.609608 -0.062563 -3.446768 0.1672 0.0623 0.2607 0.130
H 1.288515 -2.386779 -3.462732 0.1312 -0.0250 -0.1596 0.178
O 2.711348 -0.284508 4.975838 -1.6979 1.0316 2.0338 0.130
C 1.951394 0.112673 5.843355 2.2267 -0.7919 -1.8608 -0.505
O 2.332271 0.394341 7.126737 -0.1357 -0.4107 -1.1043 0.081
C 1.199357 0.945403 7.767662 0.2376 0.4135 1.1982 -0.073
C 0.073344 0.408917 6.951588 -0.9393 0.3253 -0.0886 -0.325
F -0.959325 1.280928 6.922369 -0.2287 -0.0678 0.0094 0.084
O 0.618356 0.322496 5.654523 0.8143 -0.3550 0.3919 0.096
H 1.261204 2.038407 7.737552 -0.2357 -0.1144 -0.1210 0.151
H 1.145461 0.625738 8.811837 0.1773 -0.0425 -0.2141 0.147
H -0.280536 -0.577839 7.268762 -0.1330 0.1450 -0.0859 0.181
O -1.224398 1.548720 -2.712065 -2.4289 0.4472 0.7398 0.132
C -2.382950 1.759289 -2.393810 2.5981 -0.2231 -0.6896 -0.502
O -2.758409 2.407206 -1.248948 1.0416 -0.9928 -0.7837 0.059
C -4.161671 2.561615 -1.319389 -0.6361 0.7788 0.7665 -0.073
C -4.560319 1.471676 -2.254704 -1.0267 0.0274 -0.3385 -0.326
F -5.647819 1.827696 -2.974603 0.0268 -0.0231 -0.0498 0.091
O -3.461013 1.371135 -3.131231 0.8835 0.0303 0.7340 0.149
H -4.398101 3.558800 -1.705538 0.0927 -0.6190 -0.0197 0.119
H -4.618364 2.450339 -0.332251 0.2446 -0.0134 -0.1016 0.148
H -4.734082 0.505200 -1.769677 -0.1065 0.0539 -0.1440 0.156
O 6.161321 2.656932 -3.164174 0.7138 -2.1394 1.7444 0.139
C 6.458134 1.746785 -2.408262 -0.6419 2.1193 -2.2274 -0.501
O 6.458172 0.425182 -2.761590 -0.2501 1.2199 0.1303 0.079
C 6.982513 -0.283526 -1.656715 0.1011 -1.2263 -0.1625 -0.082
C 6.715134 0.644193 -0.521134 0.2062 -0.0002 0.6892 -0.323
F 7.669361 0.530148 0.429712 0.0987 0.0108 0.3704 0.081
O 6.822542 1.921731 -1.107004 -0.5031 -0.2593 -0.7076 0.144
H 8.051299 -0.462799 -1.814664 -0.1338 0.1760 0.1961 0.141
H 6.479624 -1.246594 -1.534264 -0.0304 0.3423 -0.1882 0.129
H 5.723709 0.527971 -0.070481 0.1554 -0.0039 0.1092 0.169
O -9.079909 -0.128512 -2.714660 2.2790 -1.9109 -0.1538 0.148
C -8.157607 -0.921714 -2.804422 -2.3466 2.3620 0.4415 -0.492
O -6.836312 -0.568505 -2.774466 -1.1467 -0.2465 -0.0928 0.046
C -6.100328 -1.775267 -2.772705 1.2520 0.1423 0.1405 -0.080
C -7.060200 -2.740260 -3.380266 -0.0913 -0.8667 0.0862 -0.327
F -6.879921 -3.981733 -2.876373 -0.0123 -0.2655 -0.1341 0.083
O -8.317655 -2.266531 -2.954508 0.3442 0.8134 -0.2722 0.147
H -5.832522 -2.035495 -1.743166 -0.1326 -0.2209 -0.1161 0.150
H -5.183059 -1.675893 -3.359335 -0.1757 0.1667 0.0496 0.148
H -7.030678 -2.773934 -4.474576 -0.0264 -0.1753 0.1100 0.179
O 10.159800 -2.570922 -2.560960 -1.6013 -1.3401 2.2171 0.154
C 9.525270 -3.142264 -1.689864 2.2337 1.3960 -2.2539 -0.493
O 10.010988 -4.180009 -0.942444 -0.3066 0.7677 -0.7628 0.080
C 9.026683 -4.466142 0.030809 0.3918 -0.8966 0.8432 -0.073
C 7.785356 -3.931906 -0.597997 -0.7763 0.1954 0.4060 -0.324
F 6.925087 -3.479371 0.341584 -0.2848 0.0180 -0.0117 0.085
O 8.243801 -2.829917 -1.347885 0.7003 -0.8042 -0.2051 0.099
H 9.281506 -3.955703 0.965638 -0.2659 0.0707 -0.1102 0.152
H 8.966216 -5.540740 0.223097 0.1510 0.1626 -0.1616 0.146
H 7.276199 -4.641072 -1.259331 -0.1121 0.1368 0.1188 0.181
O -5.852631 4.779853 -1.564867 -2.7851 0.1261 1.4622 0.130
C -6.874502 4.629630 -0.915960 2.0359 0.6874 -1.8291 -0.472
O -7.919146 5.512915 -0.914454 1.1920 -0.6273 -0.0711 0.086
C -8.946945 4.914503 -0.150594 -1.1488 0.6419 0.0023 -0.071
C -8.194471 3.960617 0.712878 -0.4330 -0.8270 0.4871 -0.326
F -8.940916 2.867667 0.988453 0.0496 -0.0697 0.2264 0.088
O -7.111499 3.565674 -0.098339 0.2669 0.9402 -0.2960 0.137
H -9.652418 4.412761 -0.821379 0.1396 -0.1745 0.2009 0.154
H -9.489402 5.663929 0.432065 0.2221 0.0063 -0.1808 0.147
H -7.817165 4.398849 1.642992 -0.0583 -0.2001 -0.0079 0.179
```
Forces are in eV/Å.

Results
* E_HOMO: -8.19 eV
* SMILES: CCP(CC)NS(=O)(=O)F.O=C1OC[C@@H](F)O1.O=C1OC[C@@H](F)O1.O=C1OC[C@@H](F)O1.O=C1OC[C@@H](F)O1.O=C1OC[C@@H](F)O1.O=C1OC[C@@H](F)O1.O=C1OC[C@@H](F)O1
* E_tot: -4295.4900 Eh
* HOMO-LUMO gap: 7.3 eV
* 2S+1: 1


ORCA calculation (ωB97M-V with the def2-TZVPD basis set) on C25H32GaN2O2S2Si as an isolated structure at a distorted geometry.

Structure (XYZ):
```
65
Properties=species:S:1:pos:R:3:forces:R:3:lowdin_charge:R:1
Ga 8.950108 10.935401 12.076128 1.7966 -0.9337 -1.6507 0.823
C 9.856962 14.361613 17.363310 -0.4147 -0.8634 2.1085 -0.079
C 9.212971 13.071807 16.825545 2.3393 -0.4033 0.1326 -0.388
C 8.698224 12.182422 17.947097 1.7233 0.3969 0.4038 -0.064
C 8.208314 13.313393 15.767324 -0.1794 0.5454 0.4939 -0.221
C 7.305406 12.331563 15.388891 0.6730 -1.0945 0.0622 -0.059
C 6.296284 12.662361 14.529509 -1.6091 -0.5413 -1.2945 -0.073
C 6.108880 13.949395 14.015972 0.9062 0.6560 0.6468 -0.300
C 4.908333 14.348742 13.237803 -0.2889 0.4049 -0.4429 -0.058
C 7.073857 14.914511 14.346873 -0.1661 0.2783 -0.0777 -0.030
C 8.079438 14.599176 15.262182 -0.6073 -0.2221 -0.9855 -0.024
H 10.445242 14.136048 18.304942 -0.6253 0.1821 -1.0888 0.102
H 9.086196 15.086622 17.641632 0.1021 -0.0116 0.0836 0.088
H 10.524237 14.817957 16.685101 0.7278 0.5162 -0.8892 0.059
H 10.078554 12.499326 16.357226 -0.8626 0.4401 0.3904 0.154
H 7.796255 12.517124 18.395229 -0.9973 0.3334 0.2168 0.081
H 9.464218 12.160837 18.749641 -0.4135 -0.1644 -0.4242 0.092
H 8.606876 11.200014 17.552433 -0.3883 -1.0035 0.0320 0.055
H 7.380141 11.274493 15.739146 -0.0132 1.0958 -0.1298 0.130
H 5.568275 11.882970 14.235202 0.3127 0.4688 0.2686 0.122
H 4.521577 13.495234 12.672884 -0.2174 0.2945 0.0203 0.080
H 5.199903 15.162095 12.562871 -0.1660 -0.2519 -0.2089 0.069
H 4.111107 14.804185 13.858065 0.3507 -0.5685 -0.1082 0.100
H 7.024286 15.948286 13.921173 -0.1161 -0.9954 0.4762 0.128
H 8.771727 15.352917 15.573832 0.1436 0.2914 -0.0484 0.095
O 9.550252 6.829731 11.231495 -0.2184 1.4318 -0.7026 0.043
C 9.641837 6.909489 9.867796 0.2691 0.1153 0.3554 -0.243
C 10.056958 5.752717 9.230455 -0.2293 0.3411 -1.3404 0.006
C 10.148263 5.713356 7.828608 -0.5135 0.7085 0.8447 -0.036
C 9.944486 6.893694 7.106723 -0.6222 0.3732 -0.3591 -0.085
C 9.651849 8.086326 7.755917 -0.3260 0.2961 -0.2298 -0.021
C 9.413522 8.111009 9.139401 0.6761 -0.9625 0.9673 -0.081
C 9.142950 9.310511 9.922272 -0.2626 0.9290 -1.9780 -0.347
O 8.816128 9.216015 11.195949 -0.2549 0.9568 0.6272 -0.082
N 9.228566 10.476474 9.301499 -0.7174 -0.7405 0.7266 0.092
N 9.051126 11.480872 10.210476 0.9924 3.5031 0.4811 -0.217
C 8.962050 12.759454 9.725650 -1.5647 -1.9607 1.5311 -0.877
S 8.053765 12.957645 8.305116 -0.2867 1.1422 -0.9662 1.015
C 7.331023 14.596879 8.823399 -1.4722 -0.5653 0.1949 -0.457
C 8.196267 15.338877 9.781582 0.7460 1.1647 1.0917 -0.472
S 9.261442 14.160558 10.713134 -0.1120 -0.3523 -0.0740 0.965
H 9.313934 7.775656 11.492856 0.1750 -1.6426 0.2775 0.066
H 10.232207 4.946140 9.899690 0.1722 -0.8813 0.0420 0.114
H 10.282136 4.807323 7.265254 0.3119 -0.3300 0.1910 0.107
H 9.844465 6.893835 6.009909 0.5571 -0.1393 0.6204 0.115
H 9.555258 9.004959 7.159571 -0.1035 -0.4517 0.4352 0.120
H 6.353615 14.430346 9.321042 0.4850 -0.4973 -0.4324 0.095
H 7.109019 15.211257 7.955485 0.2231 -0.1750 -0.2496 0.088
H 7.669380 15.974402 10.557280 0.1635 -1.1044 -0.8480 0.106
H 8.784701 16.073356 9.239266 0.6686 -0.2487 0.0621 0.084
C 12.051121 7.066523 14.050774 -0.9302 0.9525 0.3730 -0.163
Si 12.574694 8.901262 14.288378 1.7730 -1.6525 1.1242 0.497
C 12.750825 9.367708 16.132115 -1.7260 -0.0261 -0.2570 -0.177
C 14.231297 9.089365 13.385346 -1.1696 0.8435 -0.2396 -0.172
C 11.298807 9.976334 13.533481 -2.3238 3.5059 -1.8584 -0.135
C 10.598322 10.883889 12.993874 1.0889 -2.7074 2.2988 -0.095
H 12.877888 6.378139 14.196706 0.1528 0.0527 0.0138 0.032
H 11.581889 6.884010 13.081372 0.2936 0.0754 -0.1679 0.013
H 11.253152 6.811242 14.765068 0.3031 0.0193 0.0242 0.036
H 13.293744 8.616427 16.684835 0.2233 -0.3954 0.0443 0.026
H 11.725164 9.419652 16.582641 0.7134 -0.1694 -0.2730 0.037
H 13.199160 10.323578 16.364419 0.2583 0.3143 -0.3328 0.024
H 14.866101 9.883447 13.775281 -0.0544 0.0051 0.0990 0.031
H 13.936434 9.383986 12.361984 0.5546 -0.4249 0.1340 0.035
H 14.762310 8.146901 13.426054 0.0765 -0.1530 -0.2376 0.029
```
Forces are in eV/Å.

Results
* E_HOMO: -10.74 eV
* charge: +1
* E_tot: -4242.1556 Eh
* HOMO-LUMO gap: 4.9 eV
* 2S+1: 1


- The lowest E_HOMO belongs to which entry?
  C25H32GaN2O2S2Si